Entry 1:
64
Properties=species:S:1:pos:R:3:mulliken_charge:R:1 method="wB97M-V/def2-TZVPD" orbital_gap_ev=8.73 smiles="O=C(COC(=O)c1cc(S(=O)(=O)N2CCOCC2)ccc1O)Nc1cc(S(=O)(=O)N2CCCC2)ccc1Cl" e_above_lowest_kcal_mol=1.51 homo_energy_ev=-8.8 lumo_ev=-0.08
C 0.137 3.891 -1.838 -0.870
H 0.350 -1.050 3.730 0.462
Cl -6.305 -1.147 0.296 -0.232
C -0.006 4.103 0.515 -0.823
C -0.674 2.709 -1.302 -0.121
O -1.252 -3.416 -1.203 -0.384
H -2.403 -2.491 2.117 0.402
S -0.745 1.599 1.085 1.039
H 0.736 3.612 -2.701 0.364
C -4.674 0.659 1.460 -0.858
O -1.754 -2.007 2.673 -0.680
C -2.390 0.939 0.842 -0.369
H 2.155 0.723 -2.558 0.547
N -3.827 -1.742 -1.219 -0.030
C -3.452 1.283 1.656 -0.700
S 3.670 -2.364 0.366 1.315
O 2.932 1.527 -0.885 -0.505
C 3.339 1.195 0.429 0.563
C -0.552 -2.076 2.098 -0.083
C 3.583 -0.663 -1.691 -1.261
C -2.526 0.006 -0.160 0.168
C -1.499 -3.176 0.090 0.874
H 4.389 -0.266 -2.320 0.380
H 3.667 2.129 0.890 0.470
C -0.342 -2.681 0.838 0.113
C 0.537 -1.523 2.780 -0.915
C -4.809 -0.308 0.476 0.551
H -1.662 -0.243 -0.754 0.588
O -2.615 -3.307 0.574 -0.764
H -4.413 -2.491 -0.866 0.348
H 5.369 0.650 -0.064 0.321
H 2.654 -1.202 2.777 0.541
C 1.801 -1.589 2.243 -0.311
H 3.218 -1.595 -2.121 0.437
H -0.664 4.974 0.606 0.380
N 4.139 -0.974 -0.396 0.153
H -0.530 4.708 -2.115 0.335
C 1.998 -2.187 1.005 -0.110
H 4.749 -0.171 1.390 0.467
O -0.577 2.015 2.445 -0.820
H -3.305 2.004 2.443 0.524
H -3.132 -4.197 -1.675 0.350
H -1.661 2.626 -1.763 0.304
O 4.540 -2.516 1.495 -0.752
C 0.986 4.285 -0.631 0.041
C -2.862 -2.050 -2.145 0.322
O 0.172 0.606 0.577 -0.127
C 4.488 0.183 0.394 -1.163
C -3.735 -0.653 -0.352 -0.548
C -2.383 -3.510 -2.077 -0.577
O 3.639 -3.387 -0.638 -0.741
H -5.519 0.899 2.085 0.453
H 1.128 -3.189 -0.653 0.722
H 1.611 -0.045 -1.030 -0.625
H -0.132 1.771 -1.448 -0.062
H 1.367 5.302 -0.692 0.470
C 0.948 -2.718 0.300 -0.042
H 1.817 3.588 -0.530 -0.281
H 0.456 3.907 1.481 0.388
N -0.823 2.955 0.130 0.080
O -2.313 -1.232 -2.836 -0.538
H 2.481 0.791 0.982 -0.395
H -1.989 -3.853 -3.032 0.377
C 2.468 0.379 -1.570 0.836



Entry 2:
12
Properties=species:S:1:pos:R:3:mulliken_charge:R:1 method="wB97M-V/def2-TZVPD" orbital_gap_ev=9.94 e_above_lowest_kcal_mol=101.13 homo_energy_ev=-9.0 lumo_ev=0.99
N 2.148 -0.397 -0.116 -0.329
C -1.698 -0.329 0.281 -1.114
H 0.759 -1.342 -1.431 0.360
N 1.557 0.788 -0.697 -0.321
H -2.206 0.310 1.007 0.306
C 0.404 1.245 0.144 -0.626
H -1.693 -1.355 0.656 0.301
H 2.220 -0.415 0.894 0.267
H -2.299 -0.319 -0.639 0.272
C 0.852 -0.551 -0.681 -0.207
H 0.260 2.240 0.552 0.394
C -0.305 0.125 0.030 0.696



Entry 3:
12
Properties=species:S:1:pos:R:3:mulliken_charge:R:1 method="wB97M-V/def2-TZVPD" orbital_gap_ev="7.18 / 7.16" e_above_lowest_kcal_mol=173.89 homo_energy_ev="-8.3 / -8.3" lumo_ev="-1.14 / -1.15"
C -1.486 -0.592 -0.687 -0.190
H 3.671 1.034 0.130 0.413
H 0.106 -0.408 1.933 0.243
H -2.818 0.517 -1.763 0.208
C -2.189 0.629 -0.860 -0.473
C 1.545 0.507 0.674 -0.568
H -1.106 -1.235 -1.676 0.134
H -0.478 1.031 1.072 0.343
C 0.182 0.166 1.003 -0.480
C 2.673 0.777 0.374 0.249
H 0.200 -1.699 -0.141 0.348
C -0.301 -0.727 -0.059 -0.227



Entry 4:
132
Properties=species:S:1:pos:R:3:mulliken_charge:R:1 method="wB97M-V/def2-TZVPD" orbital_gap_ev=6.18 homo_energy_ev=-11.5 lumo_ev=-5.34 charge=+1
C -2.658 4.761 -1.435 -1.013
H -6.491 -1.777 -3.030 0.165
O -4.257 1.134 4.018 -0.397
H -6.825 -0.392 -4.260 0.315
C -5.132 0.107 3.477 -0.388
H 1.619 -5.373 0.571 0.175
H -1.631 4.410 -1.528 0.127
H -6.084 -3.391 -0.523 0.273
H -0.848 -1.773 -2.175 0.463
C -0.259 -2.387 1.258 -0.750
O -1.198 2.020 -4.569 -0.500
H 0.821 3.086 0.557 0.470
C 0.356 1.102 -0.346 1.707
C -4.009 -0.594 -3.337 0.519
O 7.504 3.971 0.405 -0.575
H 6.107 3.396 1.768 0.104
O -1.641 0.081 0.625 -0.206
C 0.527 -0.231 4.528 -0.142
H 4.491 3.021 2.854 0.263
H 2.923 -6.210 2.202 0.365
O 1.218 5.359 -0.905 -0.576
H 0.175 -1.259 4.446 0.266
O 4.942 -2.444 -3.725 -0.546
H 2.063 -5.003 -4.130 0.201
H 5.243 -5.304 2.013 0.293
H 0.925 -3.647 -3.992 0.094
H -3.955 -4.945 0.348 0.322
H -0.624 -5.464 -0.504 0.237
O 4.317 -0.056 4.270 -0.551
C -0.243 1.670 -1.607 -1.382
O -3.005 2.886 3.061 -0.623
O 3.692 -3.329 -5.429 -0.382
N -0.471 -0.125 0.037 1.690
H -2.797 4.341 1.788 0.246
H 1.966 -3.289 3.149 0.276
C 1.949 -0.588 -1.362 -1.175
H 5.098 -4.876 0.360 0.298
H -5.591 -5.115 -0.569 0.481
C -0.060 -1.609 -0.118 1.798
H 0.417 1.781 1.841 0.014
C 1.906 -3.949 -4.359 -0.121
H 3.775 2.267 4.315 0.363
C 1.441 -1.689 -0.412 -1.124
H 4.589 -0.953 4.063 0.298
H -1.279 -2.732 1.424 0.177
H 0.099 1.498 -2.627 0.338
C -0.143 7.016 1.722 -0.294
H 2.072 -4.106 -6.581 0.307
H -0.905 8.677 0.461 0.359
H 5.398 -6.510 0.792 0.361
C 2.364 -3.486 -5.734 -0.240
H -0.371 1.601 5.065 0.342
H 2.143 -0.265 3.417 -0.052
C 4.963 0.816 3.352 -0.343
H -3.561 -4.567 -1.951 0.139
H 6.010 4.974 1.282 0.317
C 3.950 -3.025 -4.135 0.591
H -6.023 -4.345 -2.014 0.347
H -1.902 7.167 0.598 -0.032
H 4.333 2.879 0.000 -0.247
C 1.809 0.779 -0.610 -1.364
C 5.158 3.558 -0.218 -0.360
H 1.159 -0.653 -2.109 0.248
H -3.573 3.442 -0.034 0.042
H 5.987 1.042 3.649 0.395
H -0.704 2.704 0.908 0.344
H -5.373 -1.616 -5.811 0.329
H 1.831 -2.588 -0.891 0.781
H 2.289 0.673 0.363 0.297
O -0.220 7.062 -0.552 -0.397
H -1.455 0.503 4.121 -0.027
C -5.211 -1.892 -4.770 -0.327
C -6.130 -1.091 -3.795 -0.307
O 1.283 0.160 3.384 0.019
H -5.462 -2.930 -4.550 0.269
O 2.831 -3.216 -3.476 -0.167
H 5.680 3.189 -1.100 0.423
C -0.899 7.590 0.546 -0.035
O -3.104 -0.129 -2.766 -0.327
O -4.387 1.566 1.857 -0.186
C -0.661 0.569 4.865 -1.159
H -0.153 -1.777 2.155 -0.253
H -4.343 5.054 0.007 0.389
C 4.098 2.101 3.287 -0.477
H 5.093 0.386 2.359 0.287
O 2.474 -2.807 2.496 -0.426
H -2.080 2.269 -4.845 0.262
H 3.063 -6.963 0.717 0.407
O 0.182 -5.980 -0.517 -0.654
H 2.115 -2.444 -5.935 0.262
H 0.602 7.695 2.136 0.308
H -4.238 -0.396 1.539 -0.087
H 3.184 1.831 2.759 -0.209
H -6.152 0.275 3.822 0.304
H 2.316 1.638 -1.048 0.638
H -0.467 -3.304 -1.269 0.165
H -1.125 0.183 5.773 0.441
C 3.340 -6.031 1.211 -0.344
C -5.519 -4.148 -1.067 -1.387
C -3.848 1.986 3.027 0.715
H -2.721 5.836 -1.606 0.322
H -4.722 -0.818 3.882 0.279
H 2.094 -1.364 0.398 -0.145
O 0.663 6.014 1.108 -0.294
C 6.163 3.984 0.851 -0.238
H -0.634 2.294 -5.292 0.247
H 0.309 -3.317 1.224 0.100
H -3.109 4.266 -2.295 0.362
H 2.878 -0.712 -1.918 0.522
O -3.611 -4.066 0.174 -0.431
H -3.892 -2.941 -1.730 -0.146
C 0.259 2.197 0.846 -1.783
O -2.579 4.837 0.995 -0.400
H 2.705 -3.464 1.839 0.135
C -0.862 -2.289 -1.215 -1.413
C -3.402 4.516 -0.107 0.028
H 0.357 -6.128 -1.446 0.309
C 4.802 -5.643 1.076 -1.152
H -0.810 6.574 2.463 0.181
O 2.492 -5.028 0.772 -0.344
H -1.326 1.556 -1.567 0.339
H -0.062 2.742 -1.528 0.274
O -5.271 -0.304 -3.121 -0.306
H 1.167 -0.031 5.388 0.328
O -3.908 -1.616 -4.256 -0.336
H 7.728 4.852 0.096 0.319
H -5.938 0.144 1.519 0.310
C 0.586 6.033 -0.154 0.798
H 4.687 4.484 -0.549 0.309
H -1.904 -2.483 -0.961 0.015
C -4.968 0.272 1.998 0.080
C -3.993 -3.894 -1.211 0.455



Entry 5:
5
Properties=species:S:1:pos:R:3:mulliken_charge:R:1 method="wB97M-V/def2-TZVPD" orbital_gap_ev=8.73 smiles="O=C=CCl" e_above_lowest_kcal_mol=45.84 homo_energy_ev=-9.6 lumo_ev=-0.88
Cl -0.438 1.669 1.472 -0.148
H -0.263 0.867 -0.859 0.221
O 0.416 -1.907 -0.542 -0.238
C 0.491 -0.847 -0.194 0.553
C -0.207 0.218 0.123 -0.389